Density functional theory data (ωB97M-V/def2-TZVPD) for a cluster of 3 separate species, C30H42F4N3O10P in total at a distorted geometry.

Kohn-Sham gap in eV: 7.1
Total energy in eV: -76886.4609
HOMO energy in eV: -8.0095
Maximum force in eV/A: 6.121

CARTESIAN COORDINATES (ANGSTROEM)
C1 5.1613 2.3400 0.1273
O1 4.1548 1.3129 0.2707
C2 4.7747 0.0824 0.7475
C3 4.5547 -1.0320 -0.3859
C4 3.1936 -1.8634 -0.1702
C5 1.8738 -0.9268 -0.1134
C6 0.6153 -1.9187 0.0369
C7 -0.7773 -1.3071 -0.4399
C8 -1.3272 -1.5827 -1.8785
C9 -0.5772 -2.4590 -2.9998
C10 -1.5787 -3.6963 -3.3667
C11 -2.3097 -3.4806 -4.8061
F1 -2.2729 -4.7760 -5.4740
C12 -2.7024 -0.9968 -2.2464
C13 -3.5980 -0.1297 -1.2676
N1 -4.8689 0.2941 -1.7790
C14 -5.5290 1.0542 -0.7689
C15 -7.0125 1.5691 -1.1752
C16 -6.9820 2.8820 -2.1007
F2 -6.2284 3.9414 -1.4865
C17 -4.9707 1.4204 0.6357
C18 -5.7916 2.3335 1.6970
C19 -5.7265 1.5114 3.1008
C20 -7.0976 1.5479 3.9343
C21 -8.2207 0.8381 2.9881
O2 -9.3071 1.8079 2.8410
C22 -9.9752 1.6723 1.5961
O3 -10.6696 0.6595 1.3199
N2 -3.6951 0.9759 1.0942
C23 -3.0125 0.1680 0.1265
C24 -1.6038 -0.4213 0.5481
P1 -0.7904 -0.1222 2.2506
N3 0.2203 1.3349 2.0582
O4 -1.9529 0.3131 3.4315
H1 4.6219 3.3211 -0.1489
H2 5.9108 2.1177 -0.7123
H3 5.7358 2.5629 1.0994
H4 4.3231 -0.2154 1.7696
H5 5.9049 0.2687 0.8164
H6 4.5651 -0.5617 -1.4249
H7 5.4155 -1.7975 -0.2663
H8 3.2400 -2.4016 0.8497
H9 3.0080 -2.6695 -0.9581
H10 1.7463 -0.2683 -1.0385
H11 1.9668 -0.2205 0.7910
H12 0.7732 -2.8930 -0.5678
H13 0.5960 -2.2560 1.1436
H14 0.4559 -2.8250 -2.6749
H15 -0.5071 -1.7917 -3.9412
H16 -1.0071 -4.6907 -3.3956
H17 -2.4251 -3.7674 -2.5922
H18 -3.4055 -3.1969 -4.6345
H19 -1.8274 -2.6502 -5.4238
H20 -3.1179 -1.2295 -3.2884
H21 -7.4270 0.7253 -1.8525
H22 -7.7237 1.6293 -0.2880
H23 -6.4704 2.5975 -3.0972
H24 -8.0652 3.1649 -2.3587
H25 -5.1485 3.2756 1.8475
H26 -6.8500 2.5705 1.3556
H27 -4.8035 1.8054 3.7321
H28 -5.5437 0.4033 2.8221
H29 -7.0032 0.9712 4.9320
H30 -7.3686 2.6427 4.1403
H31 -8.6286 -0.0831 3.5350
H32 -7.7919 0.4788 1.9919
H33 -9.9224 2.5218 0.8333
H34 0.3584 1.4486 1.0316
H35 -0.2850 2.1880 2.3533
H36 -2.1505 1.2836 3.3617
C25 6.1825 -5.2378 -2.4429
C26 7.2496 -4.7985 -1.4916
O5 6.5187 -4.2073 -0.4371
C27 5.3187 -4.8536 -0.4198
O6 4.5479 -4.8147 0.4931
O7 5.1086 -5.5564 -1.5693
F3 8.0409 -3.8525 -2.0510
H37 5.8718 -4.4412 -3.1249
H38 6.4808 -6.1068 -3.0314
H39 7.8663 -5.6128 -1.0999
C28 8.2909 4.8219 2.2491
C29 9.6509 5.0180 1.6587
O8 10.0515 3.7045 1.3272
C30 8.8979 3.0278 1.0660
O9 8.8491 1.9770 0.4978
O10 7.8038 3.7004 1.5256
F4 10.5136 5.5128 2.5779
H40 8.3245 4.5795 3.3151
H41 7.6461 5.6904 2.1075
H42 9.6660 5.6441 0.7618

Which charges does Mulliken predict for the atoms? In e, they are: -0.688 -0.277 -0.585 -0.210 -0.687 0.100 -1.535 -0.141 0.122 -0.402 -0.636 -0.218 -0.350 -0.397 0.123 -0.619 0.533 -0.268 -0.306 -0.316 -0.041 -0.292 -0.621 -0.615 -0.347 -0.344 0.211 -0.499 -0.249 -0.099 0.503 0.141 -0.622 -0.399 0.227 0.251 0.327 0.243 0.391 0.317 0.008 0.244 0.292 0.246 0.268 0.545 0.500 0.131 0.392 0.380 0.351 0.215 0.264 0.181 0.428 -0.302 0.277 0.307 0.321 0.270 0.170 0.362 0.306 0.292 0.359 0.249 0.373 0.268 0.320 0.278 -0.441 0.305 -0.272 0.690 -0.515 -0.316 -0.288 0.279 0.278 0.287 -0.456 0.298 -0.321 0.604 -0.473 -0.236 -0.287 0.272 0.286 0.283

---

Density functional theory data (ωB97M-V/def2-TZVPD) for a structure of composition C30H42MnN4O4SbSeSi3 at a distorted geometry.

Kohn-Sham gap (alpha / beta) in eV: 7.0 / 7.4
Total energy in eV: -172783.1897
HOMO energy (alpha / beta) in eV: -4.8546 / -5.3074
Charge: -1
Maximum force in eV/A: 1.010
Multiplicity: 6

CARTESIAN COORDINATES (ANGSTROEM)
Mn1 0.1905 -1.5416 0.7630
C1 -0.3492 3.3000 1.9024
Sb1 -0.8343 1.4379 0.9105
C2 0.1416 0.0218 2.2543
C3 1.4636 0.4360 2.8233
C4 2.6031 -0.3737 2.6383
C5 3.8134 -0.0484 3.2176
C6 3.9073 1.1020 3.9864
C7 2.7588 1.8581 4.1314
N1 1.5793 1.5520 3.5808
Si1 -1.1447 -0.2544 3.5808
C8 -0.6293 -1.7270 4.6193
C9 -1.4240 1.1589 4.7863
C10 -2.8115 -0.6362 2.8127
C11 0.4293 1.7140 -0.9868
C12 1.0238 0.4147 -1.4741
C13 1.1736 0.1330 -2.8458
C14 1.8204 -1.0027 -3.2701
C15 2.3796 -1.8574 -2.3292
C16 2.2239 -1.5232 -1.0059
N2 1.5432 -0.4486 -0.5783
Si2 -0.9277 2.3870 -2.1446
C17 -0.2670 3.2496 -3.6884
C18 -1.9609 3.7002 -1.3046
C19 -2.0513 1.0146 -2.6891
Si3 1.9053 2.8658 -0.8219
C20 3.0171 2.7172 -2.3286
C21 3.0128 2.4348 0.5969
C22 1.3913 4.6579 -0.7186
H1 -0.7089 3.1881 2.9282
H2 -0.8841 4.1238 1.4134
H3 0.7205 3.5081 1.9388
H4 2.5161 -1.2744 2.0494
H5 4.6771 -0.6885 3.0777
H6 4.8331 1.3971 4.4654
H7 2.7781 2.7668 4.7291
H8 0.4588 -1.7765 4.7460
H9 -0.9446 -2.6608 4.1446
H10 -1.0890 -1.6721 5.6168
H11 -0.4864 1.6558 5.0529
H12 -1.8895 0.7642 5.7000
H13 -2.1037 1.9113 4.3626
H14 -2.7104 -1.1939 1.8760
H15 -3.3805 0.2705 2.5903
H16 -3.4047 -1.2471 3.5065
H17 0.7961 0.8403 -3.5748
H18 1.9124 -1.2120 -4.3299
H19 2.9185 -2.7521 -2.6084
H20 2.7079 -2.1093 -0.2392
H21 0.6218 3.8554 -3.4937
H22 -1.0476 3.9215 -4.0696
H23 -0.0241 2.5467 -4.4959
H24 -1.3476 4.4914 -0.8556
H25 -2.6028 3.2774 -0.5266
H26 -2.6076 4.1622 -2.0622
H27 -1.5027 0.1390 -3.0508
H28 -2.6971 1.3673 -3.5046
H29 -2.6910 0.6750 -1.8671
H30 3.4798 1.7236 -2.3828
H31 3.8236 3.4574 -2.2398
H32 2.4977 2.8953 -3.2760
H33 3.2893 1.3765 0.5528
H34 2.5500 2.6113 1.5727
H35 3.9294 3.0353 0.5345
H36 0.8811 4.9809 -1.6335
H37 2.2951 5.2707 -0.6027
H38 0.7318 4.8616 0.1298
O1 -3.5510 -1.5246 -1.0916
C23 -2.4489 -2.0371 -1.0046
O2 -1.4477 -1.5628 -0.3365
C24 -2.2256 -3.3730 -1.6805
C25 -0.9639 -3.9225 -1.8226
C26 -0.7898 -5.1600 -2.4313
C27 -1.8828 -5.8576 -2.9110
C28 -3.1339 -5.2886 -2.7700
C29 -3.3264 -4.0654 -2.1623
N3 -4.3084 -6.0194 -3.3123
O3 -4.1006 -7.0237 -3.9584
O4 -5.4051 -5.5563 -3.1182
H39 -0.1098 -3.3866 -1.4436
H40 0.2019 -5.5885 -2.5153
H41 -1.7825 -6.8266 -3.3791
H42 -4.3146 -3.6417 -2.0621
Se1 0.7874 -3.7077 1.7408
C30 -0.3784 -4.9424 1.0486
N4 -1.0938 -5.7455 0.6174

Which charges does Mulliken predict for the atoms? In e, they are: 0.188 -1.592 0.188 0.499 0.056 -0.460 -0.475 -0.582 -0.526 -0.096 0.812 -1.216 -1.200 -0.920 2.995 -2.568 -0.614 -1.033 -1.267 -0.325 1.391 0.552 -1.252 -1.200 -1.085 0.220 -1.323 -0.600 -1.122 0.412 0.532 0.328 0.151 0.435 0.423 0.421 0.302 0.275 0.393 0.301 0.430 0.220 0.041 0.273 0.391 0.129 0.463 0.526 0.655 0.292 0.470 0.401 0.356 0.261 0.469 0.247 0.537 0.187 0.317 0.397 0.307 0.081 -0.116 0.556 0.277 0.449 0.346 -0.730 -0.628 0.392 0.550 -0.013 -1.067 -0.423 -0.124 -0.455 1.027 -0.643 -0.617 0.519 0.402 0.476 0.576 -0.300 0.266 -0.588

---

What is the formula in the first record?
C30H42F4N3O10P

---

Among the records above, which one has the highest total energy?
C30H42F4N3O10P

---

Among the records above, which one has the highest total energy?
C30H42F4N3O10P